(1)
The following is a quantum chemistry calculation of a cluster of 13 separate species, ClH24O16 in total at a distorted geometry, from the Open Molecules 2025 dataset.

Computed properties:
2S+1: 1
HOMO energy: -0.275 hartree
total charge: -1
Kohn-Sham gap: 10.05 eV

Last column: natural (NBO) charge in e.
Cartesian coordinates (Å):
H (-1.96474, 0.82835, -2.78893)  0.500
H (-0.19769, -1.08822, 2.98258)  0.462
O (-0.13876, -2.30627, -3.59756)  -0.970
H (1.81295, -1.14917, 0.91789)  0.478
O (0.32346, 2.09632, -0.72466)  -0.805
O (-2.11568, 2.45526, -1.48612)  -1.001
Cl (0.74148, 0.62358, -0.54821)  2.400
H (2.44429, -1.04435, -1.40560)  0.496
H (-1.62022, -0.87093, -1.17614)  0.484
O (0.21619, 0.11110, 0.73322)  -0.846
O (2.69007, -1.97180, -1.51522)  -0.948
H (-2.50004, -0.07819, -3.93942)  0.467
O (-0.26976, 1.37822, 3.10787)  -0.963
H (-0.01196, 3.92135, 1.33742)  0.468
O (0.22476, -0.18037, -1.71527)  -0.816
H (1.51242, -2.69335, -0.71703)  0.477
H (1.79798, -2.53477, 1.62721)  0.484
O (0.58653, -3.00281, -0.54785)  -0.988
H (0.34385, 1.55814, 3.81193)  0.469
H (0.03978, -1.67370, -2.87788)  0.502
O (2.25188, 0.51432, -0.49106)  -0.854
O (-0.74803, 3.77187, 1.92087)  -0.983
O (-2.55238, 0.93317, 0.77577)  -0.952
H (3.52950, -2.04761, -1.04813)  0.478
H (-2.17123, -2.29517, -1.31760)  0.475
O (-1.12849, -1.25178, 2.81634)  -0.934
H (2.63195, 1.49781, 2.54055)  0.475
H (-1.66711, 0.56096, 0.79961)  0.487
H (2.55230, 2.00244, 1.00335)  0.497
H (-2.41810, 1.89995, -0.76112)  0.498
H (0.19094, -2.16052, -0.48003)  0.459
H (-0.64380, 2.89863, 2.29423)  0.489
H (0.24536, 0.96171, 2.37314)  0.506
H (0.58957, -2.65073, -4.03344)  0.463
H (-1.15361, -2.07710, 2.30398)  0.475
O (2.27888, 2.16884, 1.91202)  -0.975
O (-2.10190, -1.54966, -0.71585)  -0.964
O (2.29330, -1.71265, 1.48832)  -0.975
H (-2.56638, 1.54882, 1.51778)  0.479
H (-1.23125, 2.67175, -1.28902)  0.479
O (-2.09633, -0.06342, -3.08793)  -0.975

***

(2)
The following is a quantum chemistry calculation of a structure of composition C16H35NO6PS2Zr at a distorted geometry, from the Open Molecules 2025 dataset.

Computed properties:
2S+1: 1
HOMO energy: -0.390 hartree
total charge: +1
Kohn-Sham gap: 7.59 eV

Last column: natural (NBO) charge in e.
Cartesian coordinates (Å):
C (12.34890, 11.58756, 6.67738)  -0.720
H (9.67752, 5.64432, 10.30701)  0.222
H (10.09126, 7.96752, 7.98283)  0.223
H (11.37726, 12.63294, 12.46029)  0.223
P (9.62885, 10.41812, 10.57733)  2.614
H (4.45596, 10.66430, 8.82688)  0.229
H (8.27354, 12.08110, 14.55292)  0.234
H (13.30330, 11.79348, 6.07628)  0.244
O (9.34987, 8.92597, 10.31919)  -0.875
C (6.07433, 9.27571, 6.66528)  -0.583
H (11.52669, 10.31306, 13.91139)  0.222
C (10.21569, 7.67186, 10.14514)  0.333
C (10.36931, 12.72878, 12.80249)  -0.625
H (11.59994, 6.62986, 11.49142)  0.232
C (7.64791, 10.61519, 7.39127)  -0.917
C (11.05000, 11.93118, 5.96631)  0.776
H (8.46680, 6.79114, 11.10174)  0.238
H (6.79955, 8.41921, 6.54293)  0.205
H (8.19510, 17.62982, 5.82192)  0.224
C (9.14029, 6.61388, 10.25547)  -0.639
O (8.31384, 11.26165, 10.28739)  -1.132
N (11.04676, 12.43464, 4.72634)  -0.730
H (8.46976, 9.83778, 7.12857)  0.238
H (7.21186, 16.94550, 7.15308)  0.213
C (6.34683, 10.12253, 7.90334)  -0.269
H (12.29865, 10.58733, 7.09698)  0.271
H (12.43702, 12.25179, 7.54216)  0.277
S (10.45390, 14.29649, 7.96808)  -0.184
H (5.55337, 11.99205, 8.79167)  0.205
H (12.02117, 8.28874, 11.22585)  0.219
H (4.92683, 11.44505, 7.25208)  0.206
C (10.56759, 10.64299, 14.30645)  -0.627
O (9.00446, 16.02488, 6.79510)  -0.472
H (6.47578, 9.43840, 8.75901)  0.216
S (7.52664, 14.14806, 7.91214)  -0.117
C (9.82218, 11.35087, 13.21234)  0.314
O (9.96307, 11.58412, 6.53730)  -0.757
H (10.31777, 13.05179, 4.43577)  0.427
H (5.06625, 8.85632, 6.65678)  0.205
C (7.83711, 16.70604, 6.29313)  -0.271
H (6.22864, 9.83425, 5.77762)  0.197
H (7.90972, 12.09023, 12.77747)  0.226
H (9.67202, 13.12565, 12.12362)  0.210
H (7.91260, 10.53585, 13.70360)  0.222
C (5.24942, 11.10202, 8.23166)  -0.597
O (10.04151, 10.54042, 12.02201)  -0.869
C (10.83519, 7.74248, 8.74492)  -0.644
H (10.65548, 11.28788, 15.15539)  0.228
C (11.18805, 7.62692, 11.36218)  -0.644
H (8.55259, 6.48428, 9.31608)  0.225
C (8.94378, 14.91545, 7.48429)  0.092
H (10.29002, 13.35809, 13.73833)  0.219
H (10.05548, 9.73338, 14.56254)  0.218
H (11.58066, 8.58261, 8.67512)  0.217
H (11.98413, 12.66150, 4.40206)  0.415
H (10.55640, 7.91556, 12.18799)  0.230
O (10.67026, 11.02212, 9.55160)  -1.151
Zr (9.06185, 12.06382, 8.34045)  2.105
H (11.36160, 6.84462, 8.53248)  0.232
H (7.54366, 11.24495, 6.43266)  0.211
H (7.35440, 16.08221, 5.50314)  0.208
C (8.36132, 11.53024, 13.57730)  -0.641

***

(3)
The following is a quantum chemistry calculation of a cluster of 2 separate species, C4H9NO in total at a distorted geometry, from the Open Molecules 2025 dataset.

Computed properties:
2S+1: 1
HOMO energy (spin up / spin down): -0.312 / -0.288 hartree
total charge: 0
Kohn-Sham gap (spin up / spin down): 8.67 / 8.32 eV

Last column: natural (NBO) charge in e.
Cartesian coordinates (Å):
H (-0.89821, -0.13765, 2.06058)  0.192
C (0.07140, -0.79021, 0.26056)  -0.145
H (-0.97653, -0.97648, -1.61779)  0.211
H (0.09079, 1.48041, -0.29675)  0.302
H (-2.00127, -0.30959, 0.61136)  0.213
H (2.23840, -0.68250, 0.26050)  0.210
H (1.57612, -2.06947, 1.11434)  0.219
H (0.86089, -0.84405, -1.74525)  0.196
O (-1.37262, 2.45967, -1.21803)  -0.556
N (-0.76913, 1.25790, -0.80649)  -0.343
H (-0.71550, 3.17126, -1.24557)  0.444
C (1.42073, -1.00759, 0.90713)  -0.630
C (-0.03360, -0.76581, -1.13591)  -0.253
C (-0.99459, -0.31303, 0.99600)  -0.271
H (1.50311, -0.47287, 1.85531)  0.211

***

(4)
The following is a quantum chemistry calculation of an isolated molecule of C4H3NO at a distorted geometry, from the Open Molecules 2025 dataset.

Computed properties:
2S+1: 1
HOMO energy: -0.319 hartree
total charge: 0
SMILES: C#CC(O)=C=N
Kohn-Sham gap: 9.15 eV

Last column: natural (NBO) charge in e.
Cartesian coordinates (Å):
H (3.39813, 0.14179, -0.29216)  0.237
C (-0.93021, -0.62016, 0.56584)  0.363
C (-0.27093, 0.38108, 0.02939)  0.021
H (-1.57240, 1.79804, -0.01520)  0.487
H (-1.56204, -1.97158, -0.18091)  0.375
C (2.33961, 0.20815, -0.19372)  -0.190
C (1.14524, 0.31401, -0.07425)  -0.063
N (-1.58835, -1.63653, 0.79352)  -0.565
O (-0.95903, 1.38520, -0.63250)  -0.666

***

(5)
The following is a quantum chemistry calculation of a cluster of 2 separate species, C9H14 in total at a distorted geometry, from the Open Molecules 2025 dataset.

Computed properties:
2S+1: 1
HOMO energy: -0.325 hartree
total charge: 0
SMILES: Cc1ccccc1.CC
Kohn-Sham gap: 9.84 eV

Last column: natural (NBO) charge in e.
Cartesian coordinates (Å):
H (-1.77836, -3.90777, -1.11217)  0.201
H (1.53542, 1.57929, -0.82798)  0.215
C (0.17155, -0.23840, 1.81107)  -0.236
C (1.10946, 1.24372, 0.06733)  -0.215
C (-1.00840, -2.34320, -2.49269)  -0.607
H (-1.03152, -4.44372, -2.65597)  0.197
H (-0.81427, -2.50372, -3.59805)  0.207
C (0.34686, 2.10390, 2.30581)  -0.232
C (1.34570, 3.58050, 0.64926)  -0.623
H (-0.48223, 0.47070, 3.70193)  0.221
H (-2.67376, -3.72799, -2.72362)  0.200
H (0.45818, 4.29637, 0.84680)  0.216
H (-0.14237, -2.24361, -1.88603)  0.198
H (0.03401, 2.92159, 2.94438)  0.215
H (-0.14311, -1.25505, 1.97348)  0.205
H (2.16692, 3.95467, 1.36075)  0.219
C (-0.04521, 0.81529, 2.73751)  -0.186
C (-1.67828, -3.67144, -2.17440)  -0.601
H (1.73668, 3.61165, -0.40241)  0.214
H (0.85931, -0.97936, 0.09596)  0.203
C (0.75194, -0.05288, 0.53363)  -0.191
H (-1.61951, -1.44899, -2.23201)  0.205
C (0.90100, 2.23846, 1.07742)  -0.025

***

Energy relative to the best compared isomer or geometry (same formula, charge and spin) across the listed records, respectively: 34.1; 0.0; 142.5; 65.6; 34.3 kcal/mol.
DFT total energy across the listed records, respectively: -1678.24711; -2321.63236; -287.60528; -284.06855; -351.27547 hartree.